{"formula": "C8H11Cl2NO5S3W", "method": "wB97M-V/def2-TZVPD", "species": ["W", "O", "C", "C", "N", "C", "C", "O", "O", "C", "C", "O", "O", "H", "H", "H", "H", "H", "H", "H", "H", "H", "Cl", "C", "Cl", "H", "H", "S", "C", "S", "S"], "xyz": [[-0.09670, -0.17232, 0.92481], [1.82047, 0.48990, 0.04687], [1.72242, 1.12477, -1.26249], [0.81290, 0.24203, -2.06667], [-0.50633, -0.00338, -1.36372], [-0.98559, -1.32261, -1.84311], [-0.28108, -2.39461, -1.02137], [-0.17526, -3.53357, -1.26574], [0.26922, -1.83284, 0.15278], [-1.42263, 1.14087, -1.58483], [-1.20212, 2.18143, -0.49773], [-1.54425, 3.30140, -0.50366], [-0.50419, 1.62137, 0.58423], [2.59322, -0.09199, 0.10939], [1.35557, 2.13395, -1.09199], [2.71406, 1.18496, -1.70609], [0.60803, 0.65906, -3.05394], [1.29648, -0.72469, -2.20698], [-2.06045, -1.42850, -1.71369], [-0.75542, -1.47404, -2.89789], [-1.26734, 1.60431, -2.55867], [-2.46086, 0.81558, -1.53108], [1.99216, -1.31407, 2.42205], [2.15428, 0.04161, 3.58444], [1.29748, 1.42085, 2.87197], [3.20578, 0.28008, 3.70046], [1.67765, -0.24787, 4.51455], [-4.00715, -1.37442, 3.17839], [-2.70619, -0.96734, 2.38752], [-1.07004, -0.72449, 3.00151], [-2.47412, -0.63539, 0.69069]], "nbo_charge": [1.59, -0.72, -0.09, -0.26, -0.40, -0.36, 0.78, -0.39, -0.72, -0.37, 0.78, -0.40, -0.71, 0.54, 0.23, 0.26, 0.26, 0.24, 0.29, 0.27, 0.27, 0.29, 0.17, -0.38, 0.19, 0.28, 0.27, 0.39, -0.58, 0.19, 0.10], "charge": 2, "gap_ev": 6.05, "e_homo_ha": -0.568, "e_lumo_ev": -9.41}

{"formula": "C8H11ClN", "method": "wB97M-V/def2-TZVPD", "species": ["C", "C", "C", "C", "C", "C", "C", "C", "N", "Cl", "H", "H", "H", "H", "H", "H", "H", "H", "H", "H", "H"], "xyz": [[0.90144, 2.05043, -2.37778], [1.37084, 0.80421, -2.01206], [-0.14970, 2.54044, -1.60535], [0.90114, 0.11618, -0.82592], [-0.68495, 1.83636, -0.52540], [0.22034, -0.82661, 1.92836], [-1.87960, -0.89324, 0.69905], [-0.75941, -0.01656, 1.14965], [-0.13299, 0.52255, -0.15542], [-2.13912, 2.44793, 0.19945], [1.13663, 2.62287, -3.34600], [2.30407, 0.44918, -2.48560], [-0.67479, 3.49229, -1.70812], [1.41938, -0.80498, -0.77908], [0.11977, -0.64889, 2.98865], [1.24987, -0.46617, 1.74417], [0.29032, -1.94382, 1.80614], [-1.48954, -1.57206, -0.03278], [-2.60759, -0.20793, 0.30664], [-2.16912, -1.49965, 1.59788], [-1.11738, 0.76698, 1.88514]], "nbo_charge": [-0.10, -0.22, -0.24, 0.11, 0.20, -0.66, -0.61, -0.04, -0.28, 0.12, 0.28, 0.26, 0.27, 0.26, 0.25, 0.22, 0.24, 0.22, 0.22, 0.25, 0.26], "charge": 1, "gap_ev": 9.41, "e_homo_ha": -0.518, "e_lumo_ev": -4.69}

{"formula": "C8H11ClOSi", "method": "wB97M-V/def2-TZVPD", "species": ["C", "C", "C", "C", "C", "C", "C", "C", "O", "Si", "Cl", "H", "H", "H", "H", "H", "H", "H", "H", "H", "H", "H"], "xyz": [[-1.16562, -1.09180, 1.87218], [-1.94027, -1.68910, 0.81654], [-0.36211, -0.08003, 1.60878], [-2.21556, -0.99740, -0.28790], [-0.38597, 0.54533, 0.18281], [-1.69033, 0.38953, -0.52659], [3.75980, 1.05760, -0.53131], [-2.56066, 1.14430, -1.21669], [2.35688, 0.91432, -0.15228], [1.31866, -0.27585, -0.54934], [1.53487, -2.07970, 0.23305], [-1.22676, -1.46930, 2.86487], [-2.36546, -2.59900, 1.07311], [0.17749, 0.51820, 2.25128], [-2.70334, -1.65543, -1.14925], [-0.09255, 1.66154, 0.38575], [4.36067, 0.42791, 0.23988], [4.04253, 2.06070, -0.57727], [3.83025, 0.49894, -1.43604], [-3.47702, 0.59181, -1.52695], [-2.49982, 2.17749, -1.56695], [1.30432, -0.05007, -2.00769]], "nbo_charge": [-0.25, -0.24, -0.16, -0.19, -0.66, -0.05, -0.23, -0.39, -0.93, 1.58, -0.34, 0.21, 0.21, 0.21, 0.22, 0.26, 0.18, 0.20, 0.18, 0.20, 0.21, -0.21], "gap_ev": 8.63, "e_homo_ha": -0.291, "e_lumo_ev": 0.73}